Entry 1:
9
Properties=species:S:1:pos:R:3:forces:R:3:mulliken_charge:R:1 method="wB97M-V/def2-TZVPD" lumo_energy_ev="-0.79 / -0.79" total_energy_ha=-1145.2263 spin_multiplicity=1 homo_ev="-8.40 / -8.40" max_force_ha_per_bohr=0.096 relative_energy_kj_mol=506.4
C 0.02244 -0.10008 -1.82535 0.29 1.22 2.25 -0.64
C -0.86729 0.08988 -0.74274 4.04 -0.92 -2.06 0.49
C 0.92351 0.36380 2.50213 -2.56 0.19 -4.22 0.17
N 0.32935 0.13792 1.43283 1.51 0.41 1.51 0.04
N -0.59162 0.03162 0.61256 -0.60 -0.12 1.88 -0.34
Cl -2.57091 0.08218 -0.95815 -0.23 0.14 -0.34 -0.15
Cl 1.92457 -0.44469 3.51784 0.50 -0.56 0.34 -0.05
H -0.39881 -0.11852 -2.84678 0.41 -0.07 0.78 0.27
H 1.22877 -0.04210 -1.69235 -3.37 -0.30 -0.14 0.21

Entry 2:
8
Properties=species:S:1:pos:R:3:forces:R:3:mulliken_charge:R:1 method="wB97M-V/def2-TZVPD" lumo_energy_ev="-2.10 / -2.09" total_energy_ha=-1110.9483 spin_multiplicity=1 homo_ev="-9.17 / -9.17" max_force_ha_per_bohr=0.085 relative_energy_kj_mol=468.0
C -1.27114 -0.49375 0.34656 0.57 1.18 -0.76 0.58
C -0.20193 0.23153 0.14005 -0.43 -1.97 3.86 -0.57
C -2.61960 -0.69190 0.20114 -2.17 1.31 1.75 0.23
O -2.10138 -0.91885 1.46280 -0.63 0.09 -2.05 -0.26
Cl -3.44702 1.88188 0.00688 0.74 -1.27 0.23 -0.54
Cl -4.11264 -1.10746 -0.42664 1.27 -0.59 0.24 0.01
H 0.45342 0.39404 0.97923 0.15 -0.15 0.27 0.23
H 0.06574 0.72103 -0.68582 0.50 1.39 -3.53 0.32

Entry 3:
9
Properties=species:S:1:pos:R:3:forces:R:3:mulliken_charge:R:1 method="wB97M-V/def2-TZVPD" smiles=N#CCC(Cl)(Cl)Cl lumo_energy_ev=0.36 total_energy_ha=-1550.8189 spin_multiplicity=1 homo_ev=-11.44 max_force_ha_per_bohr=0.069 relative_energy_kj_mol=0.0
N -0.65291 2.22831 1.16678 -0.67 1.01 0.55 -0.37
C -0.16214 1.24877 0.86405 -0.09 0.81 -0.68 0.29
C 0.53595 0.08713 0.43660 -2.19 -0.81 0.06 -0.67
C -0.23539 -0.68836 -0.65927 -0.10 0.37 0.36 0.42
Cl 0.66258 -2.13266 -1.14711 0.07 0.35 -0.08 -0.13
Cl -0.53960 0.43497 -2.05904 0.49 -0.66 0.56 -0.12
Cl -1.78936 -1.15932 -0.02479 -0.61 -0.32 0.19 -0.11
H 0.74963 -0.34564 1.38338 0.03 -1.85 0.45 0.32
H 1.43123 0.32682 0.03940 3.07 1.10 -1.40 0.37

Entry 4:
9
Properties=species:S:1:pos:R:3:forces:R:3:mulliken_spin:R:1 method="wB97M-V/def2-TZVPD" s2=2.013 lumo_energy_ev="0.65 / -4.54" total_energy_ha=-830.0181 spin_multiplicity=3 homo_ev="-8.65 / -11.78" max_force_ha_per_bohr=0.079 relative_energy_kj_mol=16.8
C -0.74555 1.42952 0.12910 0.70 -0.36 0.62 -0.05
C 0.88677 -0.50923 -0.22162 0.27 -0.46 -0.34 -0.03
C -0.21126 0.22847 0.57244 2.00 0.60 -3.49 0.67
N -1.04648 2.43046 -0.35086 -0.51 0.88 -0.39 0.27
F 1.12847 -1.68112 0.44727 -0.22 -0.92 0.39 0.00
F -0.44755 -0.25787 1.71392 -0.88 -0.89 2.79 0.07
Cl -2.16722 -0.81639 -0.88179 -0.89 -0.74 -0.64 1.03
H 1.83090 0.01499 -0.08284 0.01 0.63 -0.55 0.04
H 0.77193 -0.83882 -1.32563 -0.47 1.26 1.61 0.02